C46H110N3O19 | the ωB97M-V functional and the def2-TZVPD basis

Last column: Mulliken charge in e.
Cartesian coordinates (Å):
C -5.87908 0.30106 0.91982  -1.775
C -4.97856 -0.77139 0.38996  1.147
C -5.03214 -1.17994 -0.89653  -1.524
C -4.18203 -2.12324 -1.29812  0.011
C -3.27468 -2.67995 -0.48823  0.862
C -2.36089 -3.73725 -1.05298  0.886
C -3.20240 -4.93975 -1.53887  -1.567
C -1.44116 -3.21047 -2.15825  -1.086
C -3.21244 -2.27589 0.77813  -0.397
O -2.24787 -2.82255 1.59336  -0.619
C -1.42874 -1.84784 2.22286  -1.661
C -0.75093 -0.92382 1.21514  1.188
C -1.21887 0.50033 1.52862  -1.795
O -0.45139 1.05246 2.53070  -0.273
C -1.07257 2.26107 2.97074  -0.607
C -0.35391 3.53376 2.57742  -0.826
N -1.03693 4.13210 1.43965  0.301
C -0.19281 4.92825 0.56664  -1.075
C -0.38112 4.68267 -0.95186  0.650
C 0.95726 4.35941 -1.62585  -1.571
O -1.35114 3.67124 -1.23719  -0.591
N -0.96736 1.30075 0.26882  0.164
C 0.50209 1.31493 0.04166  -0.448
C 1.11200 -0.08609 0.11438  -0.020
N 0.69852 -0.88514 1.28869  -0.099
C 1.27189 -2.21699 1.08963  -0.790
O 2.66081 -2.17545 1.34316  -0.413
C 3.44572 -2.46346 0.24211  0.295
C 3.27535 -3.57467 -0.46038  -0.635
C 3.99582 -3.85334 -1.55879  0.776
C 3.72314 -5.12912 -2.29473  -1.524
C 4.90684 -2.95794 -1.93446  -1.610
C 5.10309 -1.85486 -1.20518  -0.521
C 4.40466 -1.57496 -0.11401  0.933
C 4.66746 -0.32226 0.68210  2.391
C 5.90825 0.42857 0.22836  -2.252
C 4.88043 -0.64516 2.18514  -1.533
C -4.07142 -1.32845 1.19420  -0.185
H -6.89904 0.19271 0.57898  0.416
H -5.52663 1.26289 0.55362  0.267
H -5.78095 0.33001 1.99473  0.292
H -5.75370 -0.74564 -1.56385  0.515
H -4.25023 -2.46007 -2.31578  0.603
H -1.73225 -4.08301 -0.24217  0.389
H -3.08469 -5.75478 -0.83383  0.326
H -4.25323 -4.70892 -1.58948  0.456
H -2.88622 -5.27798 -2.51423  0.233
H -0.53416 -2.81447 -1.70729  -0.051
H -1.11755 -4.04581 -2.76349  0.386
H -1.90997 -2.48537 -2.81193  0.284
H -0.72318 -2.37751 2.83987  0.637
H -2.03852 -1.25841 2.90170  0.189
H -1.02382 -1.13385 0.17236  0.419
H -2.24868 0.53503 1.85127  1.183
H -1.12476 2.25419 4.05294  0.593
H -2.07963 2.34853 2.57197  0.260
H -0.42131 4.19160 3.44523  0.649
H 0.70401 3.39978 2.40431  0.007
H -1.86300 4.64201 1.71624  0.009
H -0.36488 5.98899 0.73545  0.383
H 0.85750 4.78051 0.76716  0.141
H -0.71982 5.59839 -1.41957  0.756
H 1.31800 5.27937 -2.06010  0.403
H 0.86521 3.64373 -2.42984  0.193
H 1.68135 3.99434 -0.90348  0.272
H -2.04934 4.02005 -1.79356  0.288
H -1.41763 0.85268 -0.52943  0.597
H -1.38027 2.25187 0.34036  0.467
H 0.64663 1.66842 -0.96965  0.668
H 1.02723 2.01302 0.67280  -0.313
H 2.17962 0.02196 0.07863  -0.370
H 0.82673 -0.59202 -0.81716  0.128
H 0.84120 -2.94250 1.76580  0.191
H 1.02580 -2.56257 0.08060  0.135
H 2.51853 -4.26739 -0.12818  0.666
H 4.25131 -5.08585 -3.23666  0.384
H 4.03001 -5.99258 -1.72597  0.332
H 2.66490 -5.18461 -2.50762  0.332
H 5.46563 -3.14949 -2.83422  0.423
H 5.85154 -1.18871 -1.57651  0.398
H 3.85865 0.40293 0.65651  -0.714
H 5.96980 1.39557 0.71440  0.404
H 5.89923 0.61960 -0.83815  0.507
H 6.80957 -0.11013 0.49636  0.449
H 5.56028 0.10698 2.56484  0.685
H 3.95241 -0.52446 2.72446  0.207
H 5.33919 -1.61603 2.31340  0.369
H -4.02443 -0.99197 2.21562  0.160
C -7.35117 -6.55393 -2.47798  -0.592
O -5.93178 -6.50284 -2.31469  -0.408
H -7.66968 -5.63397 -2.96102  0.201
H -7.62769 -7.40223 -3.10557  0.253
H -7.84247 -6.63773 -1.50530  0.296
H -5.66246 -7.32043 -1.88792  0.256
C 2.24163 4.66636 -5.33432  -0.292
O 0.92875 4.42720 -4.81443  -0.462
H 2.96569 4.38764 -4.56817  -0.071
H 2.40853 4.07486 -6.23948  0.333
H 2.36934 5.72769 -5.56173  0.293
H 0.29514 4.69268 -5.48622  0.260
C -6.65640 -8.10305 -6.50638  -0.448
O -7.61098 -7.27689 -5.84575  -0.482
H -7.08906 -9.09364 -6.61459  0.232
H -6.42210 -7.70621 -7.49730  0.263
H -5.73760 -8.17632 -5.91773  0.153
H -7.21984 -6.40398 -5.75436  0.281
C -5.01279 5.02079 3.10538  -0.413
O -3.92541 5.55823 2.33850  -0.519
H -5.42961 4.17814 2.55995  0.179
H -4.65494 4.67897 4.07868  0.267
H -5.78183 5.77861 3.24364  0.148
H -3.57014 6.30224 2.83414  0.278
C 4.10204 3.63546 1.97449  -0.260
O 5.19049 3.97727 1.12072  -0.516
H 3.52716 2.84108 1.49883  -0.272
H 4.47919 3.27974 2.93665  0.441
H 3.46003 4.50923 2.12786  0.359
H 5.68476 4.67505 1.55979  0.282
C 5.59353 5.78396 -3.69699  -0.623
O 4.71442 4.68219 -3.44583  -0.390
H 5.34523 6.20048 -4.67063  0.267
H 5.45680 6.55129 -2.93028  0.282
H 6.63007 5.44842 -3.69948  0.238
H 4.94311 4.32567 -2.58565  0.226
C 10.12816 5.18980 -3.26328  -0.536
O 8.87558 5.80576 -3.55946  -0.460
H 9.96819 4.11693 -3.20438  0.223
H 10.85585 5.40031 -4.05010  0.246
H 10.51578 5.54720 -2.30636  0.250
H 9.02659 6.75364 -3.60954  0.268
C 4.07011 -0.70618 -5.00080  -0.540
O 3.25327 0.26842 -4.35381  -0.413
H 3.56416 -1.66569 -4.93255  0.179
H 4.21636 -0.45178 -6.05371  0.316
H 5.03974 -0.77577 -4.50047  0.228
H 3.70222 1.10692 -4.41303  0.241
C -10.42619 0.45225 1.32423  -0.465
O -9.83159 1.74729 1.27734  -0.493
H -10.79059 0.27295 2.33166  0.210
H -11.26457 0.40207 0.62543  0.272
H -9.68787 -0.31363 1.06900  0.185
H -9.51891 1.88301 0.37926  0.288
C 5.29254 0.41472 5.47989  -0.496
O 6.29856 1.25078 4.92312  -0.440
H 4.33261 0.71106 5.06269  0.084
H 5.48937 -0.62980 5.22263  0.263
H 5.25679 0.52175 6.56739  0.345
H 7.13993 0.97148 5.29921  0.286
C -6.50016 8.58981 3.23999  -0.501
O -6.57708 7.77892 4.41208  -0.506
H -6.04501 7.99695 2.44943  0.180
H -7.49683 8.90168 2.92101  0.281
H -5.88439 9.47386 3.42251  0.258
H -6.98021 8.30999 5.10416  0.296
C 0.83051 -4.37898 4.51049  -0.357
O -0.43435 -4.29804 5.16417  -0.566
H 1.52998 -4.85634 5.18979  0.375
H 0.74656 -4.98012 3.59996  0.197
H 1.19778 -3.37793 4.26116  0.102
H -1.05360 -3.87918 4.56103  0.362
C -6.91913 -1.88712 4.50271  -0.630
O -5.93158 -0.92764 4.12089  -0.380
H -7.87556 -1.55566 4.10858  0.206
H -6.68127 -2.86898 4.08727  0.276
H -6.98531 -1.95757 5.59012  0.294
H -5.09100 -1.22911 4.47628  0.240
C -1.37609 -7.63621 -3.84697  -0.564
O -0.81432 -6.32559 -3.90135  -0.443
H -1.75029 -7.79767 -2.83966  0.216
H -2.20336 -7.73024 -4.55458  0.237
H -0.61778 -8.38953 -4.07173  0.309
H -0.48575 -6.18861 -4.79410  0.266
C 9.65641 -1.12091 3.97305  -0.607
O 8.83169 -0.13949 4.60053  -0.467
H 9.13964 -2.07483 4.02371  0.222
H 9.82957 -0.86183 2.92616  0.248
H 10.61471 -1.20476 4.48983  0.294
H 9.30007 0.69902 4.54967  0.272

Values from the calculation:
**LUMO level**: -1.66 eV
**Total energy**: -92844.045 eV
**Net charge**: +1
**Highest occupied orbital energy**: -10.40 eV